Entry 1:
C45H28Br2CdF2N6O3S as an isolated structure. Source: the OMol25 dataset; level of theory: wB97M-V/def2-TZVPD.

The calculation puts the HOMO energy (spin up / spin down) at -0.050 / -0.053 Eh. The frontier orbital gap (spin up / spin down) is 5.1 / 5.2 eV. As for the LUMO energy (spin up / spin down): 3.73 / 3.73 eV. The calculation puts the maximum force at 0.73 eV/Å. The relative energy (zero: lowest compared OMol25 entry of this formula, charge and spin) is 3.61 kcal per mole.

The geometry in ORCA input format:
```
! wB97M-V def2-TZVPD RIJCOSX def2/J DEFGRID3
* xyz -2 1
Cd 0.145 -1.153 -0.958
O -0.383 -2.283 -5.252
C -0.214 -1.378 -4.423
O -0.387 -1.464 -3.179
C 0.251 -0.019 -4.996
C 0.508 0.006 -6.366
C 0.961 1.140 -7.013
C 1.157 2.308 -6.288
C 0.870 2.321 -4.936
C 0.431 1.170 -4.272
S -0.023 1.350 -2.563
H 0.335 -0.912 -6.912
H 1.143 1.124 -8.082
H 1.506 3.212 -6.773
H 0.970 3.235 -4.370
Br 3.364 5.562 -3.120
C 3.043 3.743 -2.596
C 4.093 2.809 -2.832
C 3.899 1.516 -2.430
C 2.704 1.059 -1.833
C 1.556 2.012 -1.689
C 1.862 3.418 -2.052
N 2.482 -0.208 -1.461
C 3.424 -1.122 -1.368
C 3.145 -2.517 -1.243
C 4.204 -3.446 -1.115
C 3.932 -4.792 -1.087
C 2.608 -5.223 -1.178
C 1.624 -4.252 -1.272
N 1.870 -2.952 -1.300
H 4.998 3.125 -3.329
H 4.690 0.801 -2.621
H 1.129 1.955 -0.692
H 1.086 4.153 -1.883
H 4.481 -0.859 -1.434
H 5.220 -3.074 -1.050
H 4.738 -5.512 -0.997
H 2.351 -6.273 -1.172
H 0.578 -4.539 -1.340
Br -1.295 0.615 8.203
C -1.985 1.779 6.855
C -1.723 3.135 6.932
C -2.224 3.980 5.958
C -2.968 3.485 4.878
C -3.234 2.103 4.844
C -2.751 1.258 5.824
N -3.556 4.388 4.005
N -3.748 4.209 2.756
C -3.054 3.394 1.919
C -3.797 2.962 0.794
C -3.403 1.925 0.004
C -2.181 1.204 0.230
O -1.899 0.176 -0.401
C -1.286 1.787 1.259
N -0.057 1.258 1.358
C 0.815 1.811 2.174
C 0.556 2.991 2.872
C -0.700 3.540 2.784
C -1.698 2.896 2.034
H -1.124 3.526 7.745
H -2.026 5.044 6.003
H -3.821 1.701 4.029
H -2.949 0.195 5.775
H -4.761 3.435 0.641
H -4.025 1.576 -0.811
H 1.791 1.337 2.229
H 1.336 3.470 3.450
H -0.912 4.482 3.267
F 1.806 -1.622 4.327
C 0.911 -2.007 3.382
C 1.053 -1.574 2.082
C 0.166 -1.989 1.087
C -0.846 -2.901 1.449
C -0.989 -3.255 2.785
F -2.023 -4.046 3.200
C -0.132 -2.822 3.776
C -1.667 -3.502 0.366
C -2.247 -4.770 0.460
C -2.895 -5.295 -0.646
C -2.970 -4.553 -1.814
C -2.373 -3.300 -1.824
N -1.743 -2.802 -0.769
H 1.871 -0.906 1.838
H -0.277 -3.108 4.809
H -2.171 -5.349 1.368
H -3.320 -6.292 -0.599
H -3.456 -4.937 -2.701
H -2.369 -2.674 -2.708
*
```

Atomic partial charges in e from the Löwdin method, atoms 1 to 4: 1.38 -0.03 -0.65 -0.19

Entry 2:
A 8-piece molecular cluster, C14H36BF4N2O5 overall in a non-equilibrium geometry. Source: the OMol25 dataset; level of theory: wB97M-V/def2-TZVPD.

The calculation puts the HOMO energy at -0.262 Eh. The frontier orbital gap is 9.7 eV. As for the LUMO energy: 2.58 eV. The calculation puts the maximum force at 9.31 eV/Å. The relative energy (zero: lowest compared OMol25 entry of this formula, charge and spin) is 58.12 kcal per mole.

The geometry in ORCA input format:
```
! wB97M-V def2-TZVPD RIJCOSX def2/J DEFGRID3
* xyz -1 1
B 58.911 40.060 59.309
F 59.676 41.219 59.824
F 57.684 40.500 59.067
F 59.568 39.531 58.214
F 58.889 39.075 60.310
C 55.752 39.598 62.148
C 54.727 40.796 62.375
N 54.043 41.672 62.583
H 55.296 38.893 61.431
H 56.666 40.143 61.908
H 55.907 38.829 62.786
C 56.747 42.612 56.671
C 56.491 43.132 55.281
N 56.331 43.457 54.152
H 55.979 42.809 57.218
H 56.946 41.429 56.681
H 57.579 43.047 57.336
C 58.560 43.522 63.654
C 58.875 42.019 63.498
O 58.308 41.458 64.575
H 57.576 43.504 63.785
H 58.880 44.117 62.964
H 58.971 43.914 64.626
H 60.013 41.828 63.388
H 58.406 41.879 62.417
H 58.163 40.370 64.570
C 54.867 36.513 58.688
C 56.049 37.454 58.929
O 55.626 38.887 58.779
H 54.802 35.428 59.225
H 54.691 36.363 57.655
H 54.204 37.138 59.104
H 57.086 37.247 58.574
H 56.378 37.335 59.977
H 56.371 39.312 58.923
C 60.225 45.919 59.361
C 60.356 44.398 58.965
O 60.384 43.804 60.304
H 59.176 46.123 59.564
H 60.454 46.470 58.595
H 60.800 46.233 60.126
H 61.391 43.889 58.656
H 59.593 44.103 58.294
H 60.118 42.964 60.047
C 60.212 34.684 58.291
C 59.956 36.234 58.501
O 59.307 36.294 59.824
H 59.333 34.220 58.262
H 61.009 34.410 59.189
H 60.732 34.298 57.295
H 59.183 36.527 57.896
H 60.860 36.787 58.585
H 59.068 37.200 60.001
C 64.421 39.937 59.564
C 62.876 40.192 59.324
O 62.223 39.131 58.968
H 64.667 39.607 58.695
H 64.490 39.194 60.464
H 64.707 41.000 59.920
H 63.011 40.785 58.521
H 62.422 40.487 60.305
H 61.215 39.419 59.032
*
```

Atomic partial charges in e from the Löwdin method, atoms 1 to 4: -1.29 0.04 0.20 0.15

Entry 3:
One molecule with the formula C2H3N3OS in a non-equilibrium geometry. Source: the OMol25 dataset; level of theory: wB97M-V/def2-TZVPD.

The calculation puts the HOMO energy at -0.339 Eh. The frontier orbital gap is 9.6 eV. The structure (SMILES) is Oc1cnnn1S. As for the LUMO energy: 0.33 eV. The calculation puts the maximum force at 1.65 eV/Å. The relative energy (zero: lowest compared OMol25 entry of this formula, charge and spin) is 36.01 kcal per mole.

The geometry in ORCA input format:
```
! wB97M-V def2-TZVPD RIJCOSX def2/J DEFGRID3
* xyz 0 1
O 0.962 -0.315 1.594
C 0.064 -0.020 0.635
C -1.217 0.469 0.578
N -1.578 0.535 -0.717
N -0.604 0.166 -1.464
N 0.407 -0.239 -0.644
S 1.851 -0.805 -1.305
H 0.612 -0.014 2.476
H -1.854 0.810 1.357
H 1.356 -0.588 -2.509
*
```

Atomic partial charges in e from the Löwdin method, atoms 1 to 4: 0.06 -0.41 -0.10 -0.01